# 1
{"formula": "C47H47AsCl4N5O4P2S3W", "method": "ωB97M-V/def2-TZVPD", "total_charge": 1, "homo_energy_ev": [-9.962, -9.962], "lumo_ha": [-0.13149, -0.13145], "symbols": ["W", "N", "C", "C", "C", "C", "C", "C", "S", "O", "O", "N", "C", "N", "C", "C", "C", "N", "H", "H", "H", "H", "H", "H", "H", "H", "H", "Cl", "C", "C", "Cl", "C", "Cl", "C", "O", "C", "O", "C", "Cl", "C", "S", "C", "C", "C", "N", "P", "C", "C", "C", "C", "C", "C", "C", "C", "C", "C", "C", "C", "P", "C", "C", "C", "C", "C", "C", "C", "C", "C", "C", "C", "C", "H", "H", "H", "H", "H", "H", "H", "H", "H", "H", "H", "H", "H", "H", "H", "H", "H", "H", "H", "H", "H", "H", "H", "H", "H", "H", "H", "H", "H", "C", "As", "C", "C", "S", "H", "H", "H", "H", "H", "H", "H", "H", "H"], "coordinates": [[1.11334, -0.03308, 0.45437], [8.28872, -2.29540, -3.63465], [7.01147, -2.18434, -3.15427], [6.76803, -2.04568, -1.78298], [5.48139, -1.88970, -1.31266], [4.39872, -1.85298, -2.18855], [4.63087, -2.03929, -3.55125], [5.91439, -2.18693, -4.02659], [2.77441, -1.83252, -1.48427], [3.00479, -1.78131, -0.03544], [2.03729, -2.92043, -2.04012], [1.91681, -0.38972, -1.61443], [1.32420, -0.14446, -2.84544], [1.88750, -0.67751, -3.92989], [1.30144, -0.44852, -5.09230], [0.16062, 0.33237, -5.21043], [-0.31639, 0.87245, -4.03587], [0.25935, 0.64326, -2.85500], [9.02447, -2.52981, -2.99179], [8.41971, -2.62295, -4.57549], [7.59568, -2.07693, -1.08448], [5.31476, -1.81334, -0.24960], [3.79752, -2.07949, -4.22977], [6.07881, -2.32574, -5.08839], [1.76929, -0.89749, -5.96307], [-0.31831, 0.51571, -6.15994], [-1.19285, 1.51253, -4.02457], [1.24532, -5.60501, 4.33506], [0.96532, -4.52434, 3.02926], [0.30489, -4.96478, 1.87644], [-0.22283, -6.59489, 1.76382], [0.07132, -4.09387, 0.81368], [-0.67977, -4.61318, -0.64033], [0.47762, -2.77151, 0.92433], [0.29450, -1.83390, -0.00894], [1.15737, -2.34693, 2.06383], [1.55716, -1.05709, 2.04042], [1.40809, -3.20696, 3.11947], [2.26813, -2.61593, 4.48639], [-6.60366, -0.20001, 0.41487], [-6.35814, 1.34975, -0.48108], [-5.63451, 2.39993, 0.81327], [-4.11369, 2.54554, 0.74012], [-3.45381, 1.19746, 0.96146], [-1.97871, 1.10950, 0.87750], [-1.23219, -0.10257, 1.81113], [-2.48191, -1.42794, 1.90694], [-2.61907, -2.34058, 0.86432], [-3.61614, -3.30290, 0.89526], [-4.48984, -3.36418, 1.97042], [-4.36296, -2.46107, 3.01683], [-3.36557, -1.49948, 2.98919], [-1.10299, 0.49753, 3.50151], [-1.37367, 1.82075, 3.83614], [-1.20732, 2.25224, 5.14412], [-0.75645, 1.36862, 6.11327], [-0.47558, 0.04853, 5.78157], [-0.65124, -0.38906, 4.47985], [-1.03398, 1.25021, -0.54594], [-0.60868, 3.02098, -0.79045], [0.28540, 3.42953, -1.78215], [0.65708, 4.76126, -1.88384], [0.15117, 5.70174, -0.99757], [-0.71897, 5.30018, 0.00123], [-1.08969, 3.96880, 0.10676], [-2.27471, 0.87702, -1.81632], [-2.91752, 1.89119, -2.51779], [-3.90877, 1.57645, -3.44043], [-4.24952, 0.25543, -3.67314], [-3.59818, -0.76260, -2.98446], [-2.61520, -0.45330, -2.06005], [-7.11451, -0.87469, -0.27026], [-7.24122, -0.04481, 1.28422], [-5.66590, -0.66273, 0.72248], [-5.94323, 1.99900, 1.78144], [-6.09737, 3.38115, 0.71331], [-3.79969, 3.25807, 1.50801], [-3.84140, 2.95960, -0.23070], [-3.88000, 0.47443, 0.26091], [-3.71763, 0.86346, 1.96739], [-1.92818, -2.32185, 0.03553], [-3.69210, -4.01742, 0.08585], [-5.26363, -4.12043, 1.99882], [-5.03939, -2.50684, 3.86052], [-3.27568, -0.80617, 3.81473], [-1.70791, 2.51033, 3.07026], [-1.42375, 3.28002, 5.40488], [-0.62245, 1.70843, 7.13214], [-0.11961, -0.64052, 6.53630], [-0.44166, -1.42184, 4.22631], [0.69568, 2.71301, -2.47464], [1.34723, 5.06376, -2.66074], [0.44302, 6.74084, -1.07939], [-1.10426, 6.02133, 0.71078], [-1.72592, 3.66065, 0.92032], [-2.65133, 2.92784, -2.35364], [-4.41427, 2.37142, -3.97302], [-5.02105, 0.01478, -4.39298], [-3.84994, -1.79748, -3.17516], [-2.08308, -1.25062, -1.55427], [4.67629, -0.18370, 1.92510], [3.69042, 0.87152, 0.63002], [3.96098, 2.64243, 1.38132], [4.78426, 1.10681, -0.96983], [1.00325, 1.85906, 1.51525], [5.72298, 0.11579, 1.92869], [4.57363, -1.24033, 1.71053], [4.23250, 0.00987, 2.90078], [5.02983, 2.85137, 1.33993], [3.61808, 2.68988, 2.41193], [3.41980, 3.38094, 0.79295], [5.79159, 0.73929, -0.78636], [4.81504, 2.17770, -1.16534], [4.36646, 0.59739, -1.83347]], "forces_ev_per_angstrom": [[0.3, -0.1, 0.2], [0.0, 0.0, 0.0], [0.0, 0.0, 0.0], [0.0, 0.0, 0.0], [0.0, 0.0, 0.0], [0.0, -0.1, 0.0], [-0.1, 0.0, 0.1], [0.0, 0.0, 0.0], [0.0, 0.1, 0.0], [-0.1, 0.0, -0.2], [0.0, 0.1, -0.1], [0.0, -0.2, 0.1], [0.1, 0.1, 0.2], [0.1, -0.1, 0.1], [0.0, 0.0, 0.0], [0.0, 0.0, 0.0], [0.1, 0.0, -0.2], [-0.1, 0.0, -0.2], [0.0, 0.0, 0.0], [0.0, 0.0, 0.0], [0.0, 0.0, 0.0], [0.0, 0.0, 0.0], [-0.1, 0.0, -0.1], [0.0, 0.0, 0.0], [0.0, 0.0, 0.0], [0.0, 0.0, 0.0], [0.1, -0.1, -0.1], [0.0, 0.0, 0.0], [0.0, -0.1, 0.0], [0.0, 0.0, 0.1], [0.0, 0.0, 0.0], [0.0, 0.0, 0.0], [0.0, 0.0, 0.0], [0.0, 0.1, 0.0], [-0.2, -0.1, 0.0], [-0.1, 0.0, -0.1], [0.1, -0.1, 0.0], [0.0, 0.1, -0.1], [0.0, 0.0, 0.0], [0.0, 0.0, 0.0], [0.0, 0.0, 0.0], [0.0, 0.0, 0.0], [0.1, 0.0, 0.0], [-0.1, -0.1, 0.0], [0.0, 0.1, 0.1], [0.0, 0.1, -0.1], [0.1, -0.1, 0.2], [0.0, 0.0, 0.0], [0.0, 0.0, 0.0], [0.0, 0.0, 0.0], [0.0, 0.0, 0.0], [0.1, 0.0, 0.0], [0.0, 0.0, 0.0], [0.0, 0.0, 0.0], [0.0, 0.0, 0.0], [0.0, 0.0, 0.0], [0.0, 0.0, 0.0], [0.0, 0.0, 0.0], [0.1, 0.0, -0.1], [0.0, -0.2, 0.0], [-0.1, 0.1, 0.0], [0.0, 0.0, 0.0], [0.1, 0.1, 0.0], [0.0, 0.0, 0.0], [0.0, -0.1, 0.1], [0.0, -0.2, 0.1], [-0.2, 0.0, 0.1], [0.0, 0.1, 0.0], [0.0, -0.1, 0.0], [0.0, 0.0, 0.0], [0.1, 0.0, 0.0], [0.0, 0.0, 0.0], [0.0, 0.0, 0.0], [0.0, 0.0, 0.0], [0.0, 0.0, 0.0], [0.0, 0.0, 0.0], [0.0, 0.0, 0.0], [0.0, 0.0, 0.0], [-0.1, 0.0, 0.0], [0.0, 0.0, 0.0], [0.0, 0.0, 0.1], [0.0, 0.0, 0.0], [0.0, 0.0, 0.0], [0.0, 0.0, 0.0], [0.0, 0.0, 0.0], [0.0, 0.0, 0.0], [0.0, 0.0, 0.0], [0.0, 0.0, 0.0], [0.0, 0.0, 0.0], [0.0, 0.0, 0.0], [0.0, 0.1, 0.1], [0.0, 0.0, 0.0], [0.0, 0.0, 0.0], [0.0, 0.0, 0.0], [-0.1, 0.0, 0.1], [0.0, 0.0, 0.0], [0.0, 0.0, 0.0], [0.0, 0.0, 0.0], [0.0, 0.0, 0.0], [0.0, 0.1, -0.1], [0.0, 0.1, 0.0], [0.0, 0.0, 0.1], [0.0, -0.1, 0.0], [-0.1, 0.0, 0.0], [-0.1, 0.2, -0.2], [0.0, 0.0, 0.0], [0.0, -0.1, 0.0], [0.0, 0.0, 0.0], [0.0, 0.0, 0.0], [0.0, 0.0, 0.0], [0.0, 0.0, 0.0], [0.0, 0.0, 0.0], [0.0, 0.0, 0.0], [0.0, 0.1, 0.1]], "mulliken_charge": [2.2548, -0.5007, 0.9877, -0.9379, -0.2821, -0.5554, -0.6918, -0.8474, 2.2295, -0.5863, -0.8629, -0.5694, -0.3978, -0.2582, -0.4699, -1.2409, -0.0435, 0.1455, 0.2227, 0.2146, 0.3420, 0.4600, 0.5381, 0.3041, 0.4647, 0.5251, 0.4144, -0.1938, 0.7443, 0.6227, -0.1864, 0.5141, -0.1436, -0.9174, -0.1126, -0.1483, -0.8255, 0.3294, -0.1622, -0.4808, -0.0948, -1.1823, -0.7643, -0.3206, 1.0500, 0.7621, 1.3284, 0.3224, -1.2047, -0.8809, -1.0281, -0.5697, 0.7134, -0.4548, -0.8252, -0.7787, -0.9334, -0.8484, 0.9303, 1.0618, -0.9560, -0.8389, -0.7874, -0.9218, -0.5447, 1.3075, -0.7040, -0.9966, -0.9087, -0.8640, -0.4946, 0.3871, 0.3253, -0.1128, 0.4504, 0.5430, 0.3776, 0.2614, -0.1141, 0.8338, -0.4842, 0.5467, 0.4570, 0.4656, 0.5849, 0.2651, 0.4848, 0.4212, 0.4790, 0.5722, 0.3606, 0.5137, 0.4082, 0.4682, 0.1475, 0.4907, 0.4428, 0.4563, 0.5350, 0.4746, -1.3853, 1.3992, -1.3710, -1.3656, -0.4378, 0.4928, 0.3007, 0.3582, 0.4963, 0.4499, 0.3937, 0.3555, 0.5962, 0.2031]}



# 2
{"formula": "C47H47BBiN6O4S5Sb", "method": "ωB97M-V/def2-TZVPD", "total_charge": -2, "homo_energy_ev": -1.561, "lumo_ha": 0.10240, "symbols": ["Bi", "S", "Sb", "S", "S", "S", "C", "C", "C", "C", "C", "C", "C", "O", "C", "C", "C", "H", "H", "H", "H", "H", "H", "H", "H", "H", "H", "H", "H", "C", "C", "O", "S", "C", "C", "C", "C", "C", "C", "C", "C", "H", "H", "H", "H", "H", "H", "H", "C", "C", "C", "O", "B", "O", "C", "C", "C", "H", "H", "H", "H", "H", "H", "H", "H", "H", "H", "H", "H", "N", "C", "C", "C", "C", "C", "C", "C", "N", "C", "C", "N", "C", "H", "H", "H", "H", "H", "H", "H", "C", "C", "N", "C", "C", "C", "C", "C", "C", "C", "C", "N", "C", "N", "H", "H", "H", "H", "H", "H", "H", "H", "H"], "coordinates": [[1.93640, -1.51870, -0.74775], [3.08036, -6.11941, -0.28783], [4.65552, -4.46248, -0.18396], [3.57688, -2.52312, 0.91398], [2.50800, -3.11635, -2.65418], [4.53371, -3.37921, -2.45355], [-0.42777, 6.43095, -1.31377], [0.60245, 5.33607, -1.43881], [0.26909, 4.08700, -1.93186], [1.17382, 3.01869, -1.95274], [0.68597, 1.70825, -2.52467], [2.46102, 3.19968, -1.43090], [3.46719, 2.01602, -1.21608], [3.23057, 0.85237, -1.82617], [2.83561, 4.48907, -1.00859], [4.24665, 4.79638, -0.56377], [1.91234, 5.52733, -1.01443], [-1.23197, 6.30038, -2.04071], [0.01574, 7.41849, -1.46028], [-0.88117, 6.41703, -0.31842], [-0.73698, 3.91157, -2.30696], [-0.11564, 1.89654, -3.24820], [0.27818, 1.07787, -1.73013], [1.49860, 1.14493, -2.97427], [4.45816, 2.45247, -1.49220], [4.58521, 4.12488, 0.22560], [4.30858, 5.82225, -0.19497], [4.94441, 4.69192, -1.39852], [2.22557, 6.51290, -0.67664], [6.92133, 1.33174, 8.24051], [5.93339, 2.17020, 7.47431], [6.20548, 3.19783, 6.92996], [4.23947, 1.46541, 7.45562], [3.90955, 1.57604, 5.70512], [3.66352, 2.79923, 5.08981], [3.52843, 2.85576, 3.71141], [3.63573, 1.69855, 2.92822], [3.82029, 0.46824, 3.56718], [3.96356, 0.41061, 4.94387], [3.56910, 1.78831, 1.49904], [3.52811, 1.88210, 0.29593], [7.87395, 1.85197, 8.32529], [7.05470, 0.39193, 7.70364], [6.52253, 1.09182, 9.22770], [3.58951, 3.69698, 5.68878], [3.34061, 3.80186, 3.21835], [3.86559, -0.43208, 2.96539], [4.11377, -0.54183, 5.43692], [-1.71207, -4.36372, 2.58533], [-0.87808, -4.60409, 1.33323], [-0.18227, -5.95432, 1.42125], [0.14675, -3.60058, 1.28279], [0.29778, -3.14941, -0.01689], [-0.71212, -3.67059, -0.82525], [-1.65290, -4.38721, -0.00918], [-2.87099, -3.47618, 0.13522], [-2.03864, -5.66209, -0.73513], [-1.10187, -4.58451, 3.46243], [-2.59194, -5.01389, 2.60075], [-2.03394, -3.32396, 2.65186], [0.41747, -5.97852, 2.33222], [0.50940, -6.09257, 0.58891], [-0.90660, -6.77414, 1.45112], [-2.59331, -2.55790, 0.65539], [-3.68915, -3.96021, 0.67518], [-3.21436, -3.20226, -0.86479], [-1.14957, -6.22916, -1.00618], [-2.57320, -5.40245, -1.65186], [-2.68998, -6.28540, -0.11553], [-3.07503, -1.12150, -11.13297], [-2.79329, -1.15805, -10.01891], [-2.44371, -1.19486, -8.62080], [-3.44090, -1.29039, -7.65469], [-3.11231, -1.29834, -6.31293], [-1.78034, -1.19622, -5.91671], [-0.77971, -1.11362, -6.88446], [-1.11064, -1.11884, -8.22468], [-1.44774, -1.17208, -4.56105], [-2.24293, -0.73294, -3.50390], [-1.48643, -0.88497, -2.38975], [-0.25670, -1.41974, -2.71742], [-0.25533, -1.57092, -4.00080], [-4.47496, -1.37134, -7.96273], [-3.88723, -1.40076, -5.56599], [0.25461, -1.02735, -6.58134], [-0.33431, -1.05173, -8.97477], [-3.22183, -0.31254, -3.65469], [-1.71198, -0.61178, -1.37077], [0.56028, -2.00342, -4.56245], [-0.03344, 1.54939, 2.70675], [0.02803, 1.26341, 1.35037], [-0.93783, 0.59862, 0.71191], [-2.01176, 0.24008, 1.39670], [-2.18745, 0.49759, 2.75411], [-1.14904, 1.14282, 3.41642], [-3.36978, 0.02659, 3.48938], [-4.65045, -0.02636, 3.11716], [-5.31354, 0.52633, 1.92214], [-6.61914, 0.13892, 1.62693], [-7.21264, 0.68273, 0.50630], [-6.59574, 1.56464, -0.27774], [-5.36101, 1.89002, 0.10515], [-4.69513, 1.42376, 1.15270], [0.78398, 2.06633, 3.19040], [0.88926, 1.55490, 0.75869], [-2.76845, -0.31897, 0.85399], [-1.22203, 1.32624, 4.48322], [-3.15323, -0.36900, 4.47850], [-5.33478, -0.51779, 3.80166], [-7.14030, -0.57432, 2.25191], [-8.22083, 0.40374, 0.21720], [-4.83975, 2.61639, -0.50920]], "forces_ev_per_angstrom": [[-0.2, -0.3, 0.3], [0.0, 0.0, 0.0], [0.0, 0.1, -0.1], [0.3, -0.1, 0.0], [0.0, -0.1, -0.2], [0.0, 0.0, 0.2], [0.1, -0.1, 0.0], [0.0, 0.0, 0.0], [0.1, -0.1, 0.0], [0.0, -0.1, 0.0], [-0.1, 0.1, 0.0], [0.0, 0.0, 0.1], [0.0, -0.2, -0.2], [0.0, 0.4, 0.0], [0.0, 0.0, -0.1], [0.0, 0.0, 0.0], [0.0, 0.0, 0.0], [0.0, 0.0, 0.0], [0.0, 0.0, 0.0], [0.0, 0.0, 0.0], [0.0, 0.0, 0.0], [0.0, 0.0, 0.1], [0.0, 0.0, 0.0], [0.0, 0.0, 0.0], [0.0, 0.0, 0.1], [0.0, 0.0, 0.0], [0.0, 0.0, 0.0], [0.0, 0.0, 0.0], [0.0, 0.0, 0.0], [0.0, 0.0, 0.0], [-0.3, -0.1, 0.1], [0.1, 0.0, -0.2], [0.2, -0.1, -0.1], [0.1, 0.1, 0.1], [-0.1, 0.0, 0.0], [0.0, 0.0, 0.1], [0.0, 0.1, -0.1], [0.0, -0.1, 0.0], [-0.1, 0.0, 0.0], [-0.1, -0.1, 0.2], [0.1, 0.1, -0.1], [0.0, 0.0, 0.0], [0.0, 0.0, 0.0], [0.0, 0.0, 0.0], [0.0, 0.0, 0.0], [0.0, 0.0, 0.0], [0.0, 0.0, 0.0], [0.1, 0.0, 0.0], [0.0, 0.0, 0.0], [0.0, 0.0, 0.0], [0.0, 0.0, 0.0], [0.0, 0.3, -0.1], [-0.2, 0.0, -0.1], [0.2, 0.0, 0.1], [0.1, 0.1, 0.0], [0.0, 0.0, 0.0], [0.0, 0.0, 0.0], [0.0, 0.0, 0.0], [0.0, 0.0, 0.0], [0.0, 0.0, 0.0], [0.0, 0.0, 0.0], [0.0, 0.0, 0.0], [0.0, 0.0, 0.0], [0.0, 0.0, 0.0], [0.0, 0.0, 0.0], [0.0, 0.0, 0.0], [0.0, 0.0, 0.0], [0.0, 0.0, 0.0], [0.0, 0.0, 0.0], [0.0, 0.0, -0.1], [0.1, 0.0, 0.2], [-0.1, 0.0, -0.2], [-0.1, 0.0, 0.0], [-0.1, 0.0, 0.0], [0.0, 0.0, 0.0], [0.1, 0.0, 0.0], [0.1, 0.0, 0.0], [0.0, 0.0, 0.0], [0.1, 0.0, 0.0], [0.1, -0.1, 0.0], [-0.2, 0.2, 0.1], [0.0, -0.1, 0.0], [0.0, 0.0, 0.0], [0.0, 0.0, 0.0], [0.0, 0.0, 0.0], [0.0, 0.0, 0.0], [0.0, 0.0, 0.0], [0.0, 0.0, 0.0], [0.0, 0.0, 0.0], [0.0, 0.0, 0.0], [-0.1, -0.1, -0.1], [-0.1, 0.0, -0.1], [0.1, -0.1, 0.0], [-0.1, 0.0, 0.0], [0.0, 0.0, 0.1], [0.3, 0.0, 0.0], [-0.3, 0.1, -0.1], [0.1, -0.1, 0.1], [-0.1, -0.1, 0.0], [0.0, 0.0, 0.0], [0.1, 0.0, 0.0], [0.0, -0.1, 0.1], [0.0, 0.2, -0.1], [0.0, 0.0, 0.0], [0.0, 0.0, 0.0], [0.0, 0.0, 0.0], [0.0, 0.0, 0.0], [0.0, 0.0, 0.0], [0.0, 0.0, 0.0], [0.0, 0.0, 0.0], [0.0, 0.0, 0.0], [0.0, 0.0, 0.0]], "mulliken_charge": [0.8173, -0.6928, 0.2409, -0.5283, -0.3290, -0.3817, -1.5566, 0.4661, -0.9347, 1.2052, -0.7360, -0.3681, 0.0173, -0.8254, 1.2968, -1.7193, -0.8158, 0.3725, 0.3661, 0.2695, 0.3233, 0.4811, -0.2856, 0.3960, 0.2649, 0.2983, 0.3798, 0.3276, 0.2502, -1.0751, 0.7655, -0.5147, -0.2385, 0.0208, -0.4668, -0.1834, 0.1268, -0.4505, -0.6619, -0.4053, -0.2609, 0.3084, 0.2867, 0.3186, 0.4342, 0.4853, 0.5180, 0.4785, -1.8445, 1.9155, -1.8707, -0.8224, 1.5008, -0.8848, 2.0605, -1.8693, -2.1661, 0.4695, 0.3243, 0.1894, 0.4965, 0.0350, 0.3302, 0.0394, 0.3441, 0.5107, 0.3898, 0.4688, 0.3597, -0.5586, 0.0710, 0.4950, -0.8071, -0.4489, 0.8853, -0.2978, -0.9104, 0.3894, -0.4991, -0.9165, 0.9425, -1.3086, 0.4111, 0.4023, 0.4294, 0.4098, 0.5096, 0.3765, 0.4636, -0.7541, 0.0901, 0.0919, -0.3433, 0.4214, -0.8820, -0.9649, -0.7054, 1.2347, -0.6788, -0.1947, -0.6134, -0.1889, -0.3255, 0.5232, -0.0025, 0.7814, 0.4989, 0.3863, 0.2839, 0.3721, 0.3856, 0.4843]}